The following is a DFT calculation (ωB97M-V with the def2-TZVPD basis set) of a 2-piece molecular cluster, C25H57ClN8O4PS overall.

Each atom is followed by the atoms it is bonded to, with distances in Å.
Cartesian coordinates (Å):
1 C 4.7253 -2.3681 0.5427  C2 1.520, H34 1.089, H35 1.092, H36 1.091
2 C 3.9592 -2.1065 -0.7440  C1 1.520, O3 1.421, H37 1.097, H38 1.097
3 O 3.0218 -1.0589 -0.5371  C2 1.421, C4 1.414
4 C 1.8978 -1.1380 -1.3913  O3 1.414, C5 1.527, H39 1.093, H40 1.100
5 C 0.9214 -0.0485 -0.9538  C4 1.527, C6 1.546, H41 1.093, H42 1.088
6 C -0.5908 -0.3610 -0.8712  C5 1.546, C7 1.551, N11 1.506, C25 1.566
7 C -1.3666 0.8728 -1.4013  C6 1.551, C8 1.540, H43 1.086, H44 1.095
8 C -2.8670 0.9994 -1.7226  C7 1.540, C9 1.529, Cl10 1.795, H45 1.091
9 C -3.3643 0.2985 -2.9866  C8 1.529, H46 1.092, H47 1.090, H48 1.090
10 Cl -3.9997 0.6535 -0.3737  C8 1.795
11 N -1.0324 -1.6453 -1.5226  C6 1.506, P12 1.722, C14 1.384
12 P -0.8239 -1.9460 -3.2055  N11 1.722, S13 1.916, H49 1.403, H50 1.399
13 S 0.0001 -0.6167 -4.3129  P12 1.916
14 C -2.0549 -2.1431 -0.7342  N11 1.384, N15 1.325, N19 1.323
15 N -3.0230 -2.8792 -1.2602  C14 1.325, C16 1.462, H51 1.008
16 C -4.3120 -3.2540 -0.6809  N15 1.462, C17 1.507, H52 1.097, H53 1.085
17 C -4.7271 -4.6183 -1.1672  C16 1.507, N18 1.253, H54 1.097
18 N -5.4917 -5.4257 -0.5893  C17 1.253, H55 1.022
19 N -1.9910 -1.7115 0.5146  C14 1.323, C20 1.464, C25 1.500
20 C -2.3468 -2.3590 1.7791  N19 1.464, C21 1.566, H56 1.093, H57 1.086
21 C -1.9695 -3.8569 2.0383  C20 1.566, N22 1.443, N23 1.479, N24 1.460
22 N -0.8975 -4.2904 1.1747  C21 1.443, H58 1.013, H59 1.013
23 N -3.1788 -4.6898 1.8612  C21 1.479, H60 1.014, H61 1.015
24 N -1.4600 -3.8625 3.4062  C21 1.460, H62 1.017, H63 1.018
25 C -0.8491 -0.7449 0.6244  C6 1.566, N19 1.500, O26 1.387, O29 1.374
26 O 0.2356 -1.4881 1.0646  C25 1.387, C27 1.434
27 C 0.9950 -1.1757 2.2405  O26 1.434, C28 1.524, H64 1.093, H65 1.093
28 C 1.8572 -2.3930 2.5534  C27 1.524, H66 1.090, H67 1.088, H68 1.091
29 O -1.2804 0.2289 1.4931  C25 1.374, C30 1.438
30 C -0.5468 1.4361 1.7598  O29 1.438, C31 1.542, H69 1.090, H70 1.089
31 C -1.5012 2.5827 2.1503  C30 1.542, C32 1.527, O33 1.421, H71 1.097
32 C -1.8144 3.5703 1.0284  C31 1.527, H72 1.093, H73 1.091, H74 1.094
33 O -2.6794 1.9924 2.6828  C31 1.421, H75 0.965
34 H 5.7618 -2.6324 0.3359  C1 1.089
35 H 4.7131 -1.4657 1.1571  C1 1.092
36 H 4.2779 -3.1750 1.1258  C1 1.091
37 H 4.6479 -1.8208 -1.5485  C2 1.097
38 H 3.4251 -3.0051 -1.0773  C2 1.097
39 H 2.2116 -0.9690 -2.4248  C4 1.093
40 H 1.4565 -2.1416 -1.3020  C4 1.100
41 H 1.0427 0.8161 -1.6112  C5 1.093
42 H 1.2596 0.2634 0.0319  C5 1.088
43 H -1.1002 1.6876 -0.7347  C7 1.086
44 H -0.8936 1.1130 -2.3588  C7 1.095
45 H -2.9944 2.0700 -1.8871  C8 1.091
46 H -2.5646 0.2269 -3.7275  C9 1.092
47 H -3.7805 -0.6856 -2.7731  C9 1.090
48 H -4.1710 0.8779 -3.4363  C9 1.090
49 H -2.1176 -2.2935 -3.6224  P12 1.403
50 H -0.1873 -3.1908 -3.1599  P12 1.399
51 H -2.9291 -3.1129 -2.2366  N15 1.008
52 H -5.0526 -2.5154 -1.0106  C16 1.097
53 H -4.2569 -3.2503 0.4025  C16 1.085
54 H -4.3377 -4.9167 -2.1478  C17 1.097
55 H -5.7971 -5.0757 0.3211  N18 1.022
56 H -3.4080 -2.2212 1.9996  C20 1.093
57 H -1.8120 -1.7608 2.5107  C20 1.086
58 H -0.4131 -5.0861 1.5726  N22 1.013
59 H -1.2340 -4.5519 0.2554  N22 1.013
60 H -2.9391 -5.5611 1.4009  N23 1.014
61 H -3.5721 -4.9455 2.7607  N23 1.015
62 H -2.1551 -3.4821 4.0430  N24 1.017
63 H -1.3237 -4.8270 3.7027  N24 1.018
64 H 1.6142 -0.2931 2.0577  C27 1.093
65 H 0.3164 -0.9495 3.0666  C27 1.093
66 H 1.8493 -3.0668 1.6970  C28 1.090
67 H 1.4835 -2.9355 3.4198  C28 1.088
68 H 2.8904 -2.0998 2.7457  C28 1.091
69 H 0.1318 1.2482 2.5914  C30 1.090
70 H 0.0593 1.7273 0.9033  C30 1.089
71 H -0.9893 3.1242 2.9548  C31 1.097
72 H -2.6442 3.1957 0.4240  C32 1.093
73 H -2.0995 4.5421 1.4332  C32 1.091
74 H -0.9468 3.7308 0.3812  C32 1.094
75 H -3.1649 2.6717 3.1659  O33 0.965
76 C 1.4162 4.7636 -2.5092  C77 1.522, H83 1.092, H84 1.090, H85 1.092
77 C 2.5283 5.2907 -1.6144  C76 1.522, N78 1.454, H86 1.093, H87 1.101
78 N 2.4187 4.8255 -0.2411  C77 1.454, C79 1.455, C81 1.449
79 C 3.2732 5.5423 0.6927  N78 1.455, C80 1.532, H88 1.094, H89 1.094
80 C 4.7903 5.4194 0.5204  C79 1.532, H90 1.089, H91 1.091, H92 1.091
81 C 2.3589 3.3869 -0.0789  N78 1.449, C82 1.534, H93 1.098, H94 1.095
82 C 3.5132 2.5415 -0.6321  C81 1.534, H95 1.091, H96 1.091, H97 1.089
83 H 0.4384 4.9834 -2.0754  C76 1.092
84 H 1.4718 5.2397 -3.4882  C76 1.090
85 H 1.4916 3.6859 -2.6691  C76 1.092
86 H 2.4700 6.3813 -1.5824  C77 1.093
87 H 3.4982 5.0489 -2.0757  C77 1.101
88 H 2.9980 5.2247 1.7025  C79 1.094
89 H 2.9995 6.5989 0.6241  C79 1.094
90 H 5.1633 4.4431 0.8277  C80 1.089
91 H 5.2886 6.1676 1.1386  C80 1.091
92 H 5.0956 5.5921 -0.5121  C80 1.091
93 H 1.4308 3.0433 -0.5534  C81 1.098
94 H 2.2340 3.1760 0.9887  C81 1.095
95 H 3.8068 2.8545 -1.6352  C82 1.091
96 H 3.2169 1.4931 -0.6943  C82 1.091
97 H 4.3953 2.5805 0.0051  C82 1.089

Summary:
- gap between HOMO and LUMO (eV) = 7.7
- max |F| (eV Å⁻¹) = 0.95
- highest occupied orbital energy (eV) = -9.972
- charge = +1